1.
Here is a cluster of 6 separate species, C20H30F15NO11PS2 in total from the OMol25 dataset. Energies are from the ωB97M-V functional and the def2-TZVPD basis.

```
80
Properties=species:S:1:pos:R:3:mulliken_charge:R:1
N 1.00543 3.18655 4.73630 -0.554
P -0.08267 1.96402 5.46556 0.477
O 0.70923 0.44971 5.35617 -0.390
S -1.83840 2.04313 4.16660 0.015
S -3.56596 1.40979 5.19740 -0.127
H 0.57621 3.55646 3.86654 0.240
H 1.87533 2.69671 4.43765 0.337
H 0.71557 0.11461 4.43545 0.407
H -1.54276 1.15624 3.11307 0.277
H -4.58239 2.13727 4.55120 0.259
C -0.66048 6.37371 -1.19321 -1.096
C -0.09617 5.91839 0.13854 -0.198
O -0.53156 4.58189 0.44789 -0.296
C 0.13991 3.58281 -0.16475 0.246
O 1.05064 3.74921 -0.93374 -0.510
C -0.39489 2.22518 0.28738 1.062
F -1.74532 2.16939 0.28036 -0.278
F -0.00914 1.92146 1.55646 -0.295
F 0.02741 1.21186 -0.48993 -0.218
H -1.74950 6.27968 -1.20070 0.310
H -0.39253 7.41356 -1.39028 0.377
H -0.28301 5.75934 -2.01399 0.301
H -0.47124 6.56377 0.93561 0.303
H 0.99531 5.98374 0.15892 0.321
C -1.07636 -0.60494 -4.13734 -1.094
C 0.05539 0.36142 -3.84553 -0.007
O 0.40990 1.10200 -5.02371 -0.247
C -0.38943 2.14882 -5.32851 0.359
O -1.35396 2.47501 -4.68310 -0.536
C 0.12674 2.87085 -6.57182 0.852
F 0.45073 2.01816 -7.56918 -0.245
F 1.24073 3.59238 -6.30914 -0.235
F -0.77275 3.73100 -7.08838 -0.244
H -0.81724 -1.25718 -4.97536 0.335
H -1.29353 -1.22075 -3.26194 0.174
H -1.98812 -0.07296 -4.41906 0.341
H 0.94482 -0.19659 -3.54430 0.432
H -0.19274 1.03844 -3.02368 0.110
C -0.82966 -5.43732 7.37429 -1.183
C -1.98507 -4.92638 6.53571 0.016
O -1.91555 -3.49697 6.38693 -0.323
C -1.05410 -3.03902 5.45673 0.149
O -0.35854 -3.74145 4.76831 -0.493
C -1.11753 -1.51532 5.37508 1.098
F -1.09567 -0.92849 6.58990 -0.279
F -2.24743 -1.08763 4.76722 -0.178
F -0.08153 -0.98338 4.67388 -0.293
H -0.79675 -4.92084 8.33708 0.309
H -0.92582 -6.51049 7.55020 0.406
H 0.12841 -5.25349 6.88226 0.318
H -2.92863 -5.14438 7.03990 0.395
H -2.02261 -5.41535 5.55811 0.099
C 3.96510 2.37505 -5.44022 -1.058
C 4.06331 1.01044 -4.78675 0.067
O 4.98232 0.16808 -5.49898 -0.357
C 6.29369 0.37138 -5.24268 0.337
O 6.71332 1.20044 -4.47504 -0.512
C 7.15136 -0.61819 -6.02932 0.902
F 6.77206 -0.71649 -7.32324 -0.240
F 7.08049 -1.86697 -5.51378 -0.248
F 8.45654 -0.28229 -6.04082 -0.238
H 3.70367 2.27634 -6.49691 0.288
H 3.21014 2.98721 -4.94354 0.254
H 4.92010 2.90414 -5.39749 0.414
H 3.09009 0.51609 -4.82345 0.047
H 4.34590 1.08631 -3.73268 0.331
C -3.67950 -5.88851 2.00085 -1.236
C -2.58961 -4.88028 2.30980 0.097
O -2.25816 -4.11228 1.14182 -0.321
C -3.09567 -3.09602 0.84341 0.095
O -4.07707 -2.81486 1.48560 -0.533
C -2.60058 -2.33969 -0.38830 1.161
F -2.23634 -3.16722 -1.39192 -0.261
F -1.51646 -1.57578 -0.10913 -0.234
F -3.53132 -1.50974 -0.89963 -0.244
H -3.38934 -6.52034 1.15752 0.324
H -3.87630 -6.52221 2.86820 0.382
H -4.61064 -5.39112 1.71941 0.326
H -1.68009 -5.40476 2.61020 0.384
H -2.86972 -4.22241 3.13797 0.068
```

For the total energy, the calculation gives -4297.907948 a.u. As for the charge: +1. The frontier orbital gap comes out at 7.72 eV.

***

2.
Here is a structure of composition C20H30F6O16Si2 from the OMol25 dataset. Energies are from the ωB97M-V functional and the def2-TZVPD basis.

```
74
Properties=species:S:1:pos:R:3:mulliken_charge:R:1
C -0.58869 3.96882 2.71128 -1.546
C 0.32446 2.71914 2.70157 0.669
F 0.65084 2.43538 4.02744 -0.351
Si -0.64289 1.25292 1.97024 -0.742
C -2.20662 1.08118 2.99106 -0.502
C -3.30925 0.23703 2.36156 -0.377
F -4.17882 1.09631 1.70607 -0.310
O 0.16038 -0.21625 2.08877 -0.199
Si 1.81838 -0.20053 2.07988 0.456
F 2.32173 -0.63971 3.52184 -0.257
C -0.95217 1.61544 0.10279 1.081
F -0.89835 2.90872 -0.20193 -0.245
F -2.11236 1.15906 -0.36323 -0.221
F 0.00733 1.03320 -0.64078 -0.293
H -0.82433 4.27294 3.71846 0.378
H -0.16922 4.77000 2.12349 0.241
H -1.51197 3.70575 2.19565 0.516
H 1.22100 2.97221 2.14409 0.500
H -2.56752 2.04166 3.32964 0.552
H -1.88636 0.55885 3.89337 0.374
H -2.95082 -0.50576 1.65663 0.223
H -3.90884 -0.22695 3.13408 0.327
H 2.40583 1.07140 1.66224 -0.146
H 2.28078 -1.23379 1.14312 -0.174
C -2.67580 -1.99323 -3.48978 -0.335
C -2.37428 -1.68192 -2.04392 -0.079
O -2.77984 -2.88434 -1.37544 -0.324
C -2.73262 -3.89721 -2.27464 0.582
O -2.84253 -5.04909 -2.00447 -0.583
O -2.53462 -3.42082 -3.52832 -0.314
H -1.98237 -1.52272 -4.18256 0.292
H -3.69560 -1.73162 -3.77683 0.312
H -1.30920 -1.52277 -1.86354 0.170
H -2.92857 -0.82531 -1.67157 0.225
C 4.59899 0.50054 7.07742 -0.353
C 4.46889 0.57146 5.57501 -0.055
O 4.44871 1.98286 5.33386 -0.241
C 5.05909 2.59362 6.37762 0.679
O 5.34890 3.74691 6.40238 -0.572
O 5.29320 1.71687 7.38359 -0.342
H 5.16440 -0.36419 7.41490 0.305
H 3.63189 0.51178 7.58294 0.284
H 5.32945 0.13888 5.06067 0.236
H 3.56382 0.10372 5.20365 0.124
C 0.18234 -5.70856 -4.34204 -0.203
C 0.21100 -5.64424 -5.85329 -0.317
O 0.13288 -4.23622 -6.10243 -0.338
C 0.59227 -3.59089 -4.99551 0.695
O 0.80735 -2.42467 -4.94241 -0.537
O 0.76630 -4.45555 -3.96995 -0.316
H 0.76012 -6.53752 -3.94151 0.335
H -0.83246 -5.75509 -3.94207 0.154
H 1.14299 -6.02476 -6.27545 0.259
H -0.62546 -6.16554 -6.31320 0.303
C 3.63419 6.34991 4.14983 -0.374
C 3.15710 4.95208 4.46884 0.233
O 1.77678 5.16811 4.78645 -0.300
C 1.38120 6.31406 4.18530 0.667
O 0.25414 6.68421 4.11773 -0.536
O 2.44121 6.98398 3.66983 -0.348
H 4.41270 6.37060 3.39151 0.322
H 3.98468 6.88398 5.03445 0.274
H 3.21988 4.28043 3.60921 0.123
H 3.68417 4.50361 5.30647 -0.073
C -3.38300 -3.61258 -8.76093 -0.371
C -2.51298 -2.93380 -7.72930 0.085
O -3.43551 -2.09465 -7.04069 -0.324
C -4.67648 -2.62474 -7.19304 0.670
O -5.63746 -2.27075 -6.59536 -0.523
O -4.66204 -3.62100 -8.11796 -0.348
H -3.06214 -4.62542 -8.99210 0.315
H -3.45322 -3.04244 -9.68939 0.247
H -2.08144 -3.62659 -7.00696 -0.079
H -1.71354 -2.34642 -8.17431 0.341
```

For the total energy, the calculation gives -3162.338334 a.u. As for the charge: 0. The frontier orbital gap comes out at 11.16 eV.

***

3.
Here is a structure of composition C20H30FMnO10 from the OMol25 dataset. Energies are from the ωB97M-V functional and the def2-TZVPD basis.

```
62
Properties=species:S:1:pos:R:3:mulliken_spin:R:1
Mn 0.28474 19.54539 27.08671 4.785
F 0.64634 17.66953 26.66170 0.076
O -0.10958 21.55589 27.93316 0.030
C 0.37871 22.59016 28.30953 0.016
O 1.22796 22.61940 29.33240 0.001
C 1.84152 23.90542 29.49096 0.001
C 1.15716 24.86330 28.49099 0.000
C 0.14433 23.96992 27.74596 0.001
H 2.90486 23.80241 29.28697 0.000
H 1.70646 24.24003 30.51609 0.000
H 1.86404 25.29890 27.78662 0.000
H 0.68464 25.70403 28.99258 0.000
H 0.31067 23.94657 26.67298 0.000
H -0.88358 24.25421 27.96336 0.000
O -1.84618 19.41045 26.81984 0.008
C -2.91471 19.94948 26.66867 0.005
O -3.11318 21.22509 26.96929 -0.001
C -4.48344 21.65171 26.67440 0.000
C -5.15821 20.44757 25.97407 0.000
C -4.18927 19.29127 26.19370 0.001
H -4.36132 22.48366 25.99076 0.000
H -4.94216 21.89384 27.62579 0.000
H -5.31162 20.67138 24.91954 0.000
H -6.14557 20.26097 26.39087 0.000
H -3.96921 18.67932 25.32403 0.000
H -4.50009 18.64178 27.01414 0.000
O 2.38354 20.02480 27.42251 -0.002
C 3.55008 20.11518 27.68252 0.001
O 4.07780 21.25030 28.17632 -0.001
C 5.50320 21.10740 28.31096 0.000
C 5.75840 19.60454 28.33633 0.000
C 4.63219 19.08335 27.45726 -0.001
H 5.86887 21.64287 29.18331 0.000
H 5.97775 21.58424 27.44444 0.000
H 5.59628 19.24090 29.35479 0.000
H 6.75772 19.31225 28.03094 0.000
H 4.26531 18.09102 27.69169 0.000
H 4.86708 19.18361 26.39222 0.001
O 0.43761 20.28029 25.10753 0.037
C 1.22830 20.37502 24.20120 -0.001
O 2.47812 19.92385 24.31071 0.003
C 3.17779 20.00531 23.04659 0.001
C 2.07043 20.22512 21.99464 0.001
C 0.97279 20.89876 22.80839 0.002
H 3.68015 19.05115 22.90787 0.000
H 3.94115 20.78263 23.08076 0.000
H 1.78106 19.24257 21.62427 0.000
H 2.37295 20.81117 21.13036 0.000
H -0.03236 20.63366 22.48651 0.000
H 1.03499 21.98815 22.80139 0.000
O 0.38874 18.94907 29.22297 0.019
C 0.04461 18.38965 30.22985 0.014
O -1.10543 18.67702 30.83227 0.001
C -1.30378 17.89279 32.01412 0.000
C -0.05905 17.02919 32.19906 0.000
C 0.75771 17.25062 30.91584 0.001
H -2.21773 17.30855 31.93822 0.000
H -1.43533 18.55823 32.86824 0.000
H -0.29867 15.98011 32.38761 0.000
H 0.52054 17.27504 33.09111 0.000
H 0.74319 16.39461 30.24649 0.000
H 1.77831 17.55349 31.13115 0.000
```

For the total energy, the calculation gives -2783.329352 a.u. Its expectation value of S² is 8.752. The relative energy (zero: lowest compared OMol25 entry of this formula, charge and spin) comes out at 0.000 eV. As for the charge: +1. Its spin multiplicity is 6. The frontier orbital gap (spin up / spin down) comes out at 8.48 / 10.05 eV.

***

4.
Here is a structure of composition C20H30N12O4STi from the OMol25 dataset. Energies are from the ωB97M-V functional and the def2-TZVPD basis.

```
68
Properties=species:S:1:pos:R:3:mulliken_spin:R:1
Ti -0.57385 -0.15662 0.47641 0.988
O 3.04993 1.73319 -0.77660 0.005
C 2.83361 3.00266 -0.34094 0.017
C 3.89455 3.90103 -0.39669 -0.012
C 3.73115 5.20008 0.05245 0.021
C 2.50584 5.61710 0.56071 -0.011
C 1.45099 4.72419 0.61802 0.027
C 1.58945 3.40971 0.17422 -0.012
C 0.47342 2.44785 0.28488 0.087
O 0.57008 1.29993 -0.38865 0.003
N -0.54213 2.69078 1.04792 -0.049
N -1.37861 1.58985 1.05237 0.147
C -2.65692 1.76940 1.44336 0.415
C -3.68035 0.87739 1.03126 -0.073
C -4.99606 1.02612 1.53089 0.147
C -6.04678 0.23459 1.10963 -0.106
C -5.83145 -0.75187 0.15152 0.213
C -4.54490 -0.93110 -0.36104 -0.080
C -3.46773 -0.16051 0.05927 0.156
O -2.25076 -0.42472 -0.44722 0.035
H 2.15134 1.30452 -0.76035 0.007
H 4.83963 3.56185 -0.80174 0.000
H 4.56213 5.89247 -0.00023 0.002
H 2.37718 6.63477 0.90521 -0.001
H 0.48822 5.02020 1.01319 0.000
H -2.91377 2.65789 2.01324 0.012
H -5.16746 1.80293 2.26776 0.002
H -7.03643 0.39023 1.52078 -0.005
H -6.64499 -1.37336 -0.19962 0.022
H -4.34618 -1.69899 -1.10086 -0.006
N -0.49847 -0.32462 -2.73201 0.008
N -1.12826 -0.95194 -3.80836 0.001
C -1.15324 -2.30303 -3.90215 0.000
N -1.95851 -2.75639 -4.89918 0.000
S -0.31267 -3.35772 -2.93116 0.000
H -1.20856 -0.02873 -2.06382 0.002
H 0.03584 0.47121 -3.05465 -0.001
H -1.90295 -0.46213 -4.23595 0.000
H -2.23142 -2.14589 -5.65157 0.000
H -1.90224 -3.73964 -5.09575 0.000
C 4.55949 -1.18188 -0.86056 0.001
N 3.37370 -2.00316 -0.60752 0.005
C 2.98772 -2.79473 -1.76497 0.000
C 2.33866 -1.46341 0.12983 0.018
N 1.10266 -1.47433 -0.18616 -0.009
N 2.78079 -0.95365 1.34800 0.002
C 2.11528 -0.13777 2.23604 0.001
N 2.93200 0.28368 3.26987 0.002
N 0.87811 0.14261 2.12093 -0.012
H 5.39426 -1.83943 -1.09935 0.000
H 4.82569 -0.57813 0.00202 0.000
H 4.38999 -0.49284 -1.69309 0.001
H 3.87107 -3.31523 -2.13092 0.000
H 2.57774 -2.18308 -2.57633 0.000
H 2.23815 -3.53155 -1.48520 0.000
H 0.91953 -1.78765 -1.14236 0.004
H 3.68536 -1.27969 1.64142 0.000
H 3.87117 0.53811 3.00323 0.000
H 2.50856 0.97015 3.87432 0.000
H 0.56348 0.83149 2.79609 0.011
N -1.48680 -3.58812 3.08255 0.004
C -1.97618 -2.55659 2.31946 0.003
N -3.30407 -2.51603 2.14178 0.003
O -1.20115 -1.70422 1.87797 0.001
H -2.01510 -4.44259 3.12703 0.000
H -0.48804 -3.69647 3.03254 0.000
H -3.91610 -3.15366 2.61542 0.001
H -3.70467 -1.78452 1.56339 0.004
```

For the total energy, the calculation gives -2985.994774 a.u. Its expectation value of S² is 2.034. The relative energy (zero: lowest compared OMol25 entry of this formula, charge and spin) comes out at 0.923 eV. As for the charge: 0. Its spin multiplicity is 3. The frontier orbital gap (spin up / spin down) comes out at 4.58 / 7.10 eV.